Below is C36H43NOOsP2S3 as an isolated structure in a non-equilibrium geometry, with properties calculated with wB97M-V/def2-TZVPD.

Computed properties:
2S+1	5
energy relative to the best compared isomer or geometry (same formula, charge and spin)	15.5	kcal/mol
orbital gap (spin up / spin down)	7.76 / 6.83	eV
charge	+2

Geometry as XYZ:
```
87
Properties=species:S:1:pos:R:3:forces:R:3
Os -0.65481 -0.27647 -1.14546 -0.2 0.1 2.0
S -2.28839 1.56470 -0.43329 0.5 -0.6 -0.4
P -1.43839 1.13711 1.37746 0.5 0.5 -0.4
C -0.60406 -0.34899 0.88344 -0.7 -0.1 0.0
P -1.20817 -1.97618 1.23216 0.6 -0.1 -0.2
S -1.87150 -2.36425 -0.66840 0.1 0.3 -0.3
C -2.45151 -2.17476 2.50299 0.2 0.1 -0.2
C -3.80627 -2.06758 2.20217 0.0 0.0 0.0
C -4.73066 -2.18892 3.22571 -0.1 0.0 0.0
C -4.30409 -2.40245 4.53014 0.0 0.0 0.0
C -2.94983 -2.49735 4.82513 0.0 0.0 0.0
C -2.01524 -2.38295 3.81160 0.0 -0.1 0.0
C 0.19873 -3.03980 1.58532 -0.2 0.2 0.0
C 0.03121 -4.41791 1.46432 0.0 0.0 0.0
C 1.11485 -5.25324 1.67333 -0.1 0.0 0.0
C 2.34814 -4.71665 2.02365 0.0 0.1 0.0
C 2.50561 -3.34360 2.15524 0.1 0.0 0.0
C 1.43358 -2.49620 1.92358 -0.1 0.0 0.0
C -0.14183 2.33990 1.73121 -0.1 -0.3 0.1
C 1.19250 2.00503 1.50807 -0.1 0.0 0.0
C 2.17816 2.94791 1.75214 0.0 0.0 0.0
C 1.82809 4.21913 2.18670 0.1 0.0 0.0
C 0.49544 4.55477 2.38782 -0.1 0.1 0.0
C -0.49635 3.61223 2.17428 0.0 -0.1 0.0
C -2.62746 1.20762 2.71692 0.3 -0.1 -0.2
C -3.97546 1.43801 2.46182 0.0 0.0 0.0
C -4.84439 1.59409 3.53047 -0.1 0.0 0.0
C -4.37121 1.50719 4.83236 0.0 0.0 0.0
C -3.02550 1.26384 5.08018 0.1 0.0 0.0
C -2.14511 1.11805 4.02324 0.0 0.0 0.0
H -4.12993 -1.90921 1.18045 0.0 0.0 0.0
H -5.78809 -2.12847 3.00639 0.0 0.0 0.0
H -5.03310 -2.50677 5.32265 0.0 0.0 0.0
H -2.62418 -2.67482 5.84122 0.0 0.0 0.0
H -0.95547 -2.46779 4.02212 0.0 0.0 0.1
H -0.93786 -4.82605 1.20137 0.0 -0.1 0.0
H 0.99998 -6.32217 1.55749 0.0 0.0 0.0
H 3.18942 -5.37479 2.19360 0.0 0.0 0.0
H 3.46630 -2.93486 2.43911 0.0 0.0 0.0
H 1.54271 -1.42103 2.00449 0.1 0.0 0.0
H 1.43929 1.01515 1.14293 0.1 0.0 0.0
H 3.22073 2.69669 1.60411 0.0 0.0 0.0
H 2.60157 4.95133 2.37673 0.0 0.0 0.0
H 0.23058 5.55287 2.70895 0.0 0.0 0.0
H -1.53901 3.85548 2.34157 0.0 0.1 0.0
H -4.33624 1.51495 1.44392 0.0 0.0 0.0
H -5.89097 1.79771 3.34918 0.0 0.0 0.0
H -5.05200 1.64218 5.66222 0.0 0.0 0.0
H -2.66152 1.20828 6.09725 0.0 0.0 0.0
H -1.08890 0.95427 4.20564 0.0 0.0 0.0
C 0.03237 0.64216 -6.34530 0.0 0.0 0.1
C -1.03937 -0.31897 -5.79755 0.0 0.0 -0.7
C -2.43772 0.12508 -6.25957 0.0 0.0 0.2
C -0.74437 -1.76361 -6.24172 0.0 0.0 0.1
C -0.97926 -0.27803 -4.34793 -0.1 0.0 0.4
N -0.91993 -0.24628 -3.20101 0.0 0.0 -0.7
H -0.04756 0.66824 -7.43077 0.0 0.0 0.0
H 1.03546 0.30232 -6.08592 0.0 0.0 0.0
H -0.11786 1.65459 -5.96920 0.0 0.0 0.0
H -2.46394 0.11008 -7.34785 0.0 0.0 0.0
H -2.65855 1.13720 -5.92172 0.0 0.0 0.0
H -3.21046 -0.54658 -5.88793 0.0 0.0 0.0
H -0.72922 -1.79692 -7.33006 0.0 0.0 0.0
H -1.51357 -2.44957 -5.88892 0.0 0.0 0.0
H 0.22415 -2.10189 -5.87343 0.0 0.0 0.0
C 5.95292 -0.13376 -0.21281 -0.1 0.0 -0.1
C 4.62739 0.34356 -0.80415 0.1 -0.1 0.0
C 4.13303 -0.61188 -1.87901 -0.3 0.1 0.0
S 2.49238 -0.21753 -2.55868 0.6 0.3 -0.4
O 1.59672 -0.12832 -1.31791 -0.9 0.1 0.4
C 2.81699 1.50488 -3.14254 -0.2 -0.2 0.1
C 2.50586 2.64020 -2.16994 -0.2 0.0 0.1
C 1.04095 3.04995 -2.12237 0.1 0.0 0.0
H 6.26612 0.53715 0.58551 0.0 0.0 0.0
H 6.73896 -0.13480 -0.96808 0.0 0.0 0.0
H 5.86826 -1.14146 0.19440 0.0 0.0 0.0
H 4.77390 1.33528 -1.23440 -0.1 0.0 0.1
H 3.87418 0.41137 -0.01577 0.0 0.1 0.0
H 4.04500 -1.62859 -1.49149 -0.1 0.0 -0.1
H 4.79251 -0.63433 -2.75041 0.0 0.0 0.0
H 2.21833 1.60489 -4.04873 0.0 0.0 0.0
H 3.86854 1.51507 -3.43108 0.0 -0.1 -0.1
H 3.08952 3.50424 -2.49349 0.1 -0.1 0.0
H 2.83461 2.38233 -1.16312 0.1 0.0 0.0
H 0.66809 3.33573 -3.10768 0.0 0.0 0.0
H 0.91690 3.90037 -1.45264 -0.1 0.0 0.0
H 0.41930 2.24257 -1.74247 -0.1 0.0 0.0
```
Positions in Å, forces in eV/Å.

These are the Löwdin partial charges, in e, on atoms 1 to 6: atom 1 (Os): 1.060, atom 2 (S): 0.357, atom 3 (P): 0.539, atom 4 (C): -0.691, atom 5 (P): 0.541, atom 6 (S): 0.359

=====

Below is a single HNO2S molecule in a non-equilibrium geometry, with properties calculated with wB97M-V/def2-TZVPD.

Computed properties:
energy relative to the best compared isomer or geometry (same formula, charge and spin)	102.7	kcal/mol
orbital gap (spin up / spin down)	8.03 / 8.04	eV

Geometry as XYZ:
```
5
Properties=species:S:1:pos:R:3:forces:R:3
N 1.37708 0.23378 -0.01682 -1.0 0.3 0.1
O 4.29559 0.66919 0.04501 -5.0 -3.5 -0.3
O 0.27170 -0.58332 0.07883 0.7 -0.2 -0.2
S 2.69339 -0.56383 -0.02050 4.9 3.0 0.3
H -0.51149 -0.02261 -0.02325 0.4 0.4 0.0
```
Positions in Å, forces in eV/Å.

Here is what Löwdin gives for the atomic charges, in e: atom 1 (N): -0.423, atom 2 (O): -0.584, atom 3 (O): -0.124, atom 4 (S): 1.019, atom 5 (H): 0.112

=====

Number 1: E -3495.02351 hartree. Number 2: E -603.79682 hartree.